Entry 1:
# C6H15N3

An isolated ion of composition C6H15N3 and charge +2 in a non-equilibrium geometry (ωB97M-V/def2-TZVPD, the OMol25 dataset).

Calculated values
Largest force on an atom: 3.1 eV/Å
Charge: +2
Relative energy (zero: lowest compared OMol25 entry of this formula, charge and spin): 4.065 eV
HOMO (alpha / beta): -18.7541 / -18.6680 eV
Lowest unoccupied orbital energy (alpha / beta): -11.606 / -11.457 eV

Each atom is followed by the atoms it is bonded to, with distances in Å.
Positions of all 24 atoms, in Å:
1 N 1.42 -1.00 0.02  C4 1.279, C8 1.374
2 N 0.53 0.96 0.08  C5 1.421, C6 1.443, H24 1.022
3 N -0.84 -0.97 -0.24  C4 1.308, C6 1.481, C9 1.445
4 C 0.30 -1.60 -0.08  N1 1.279, N3 1.308, H18 1.094
5 C 1.18 1.84 -0.83  N2 1.421, H10 1.094, H22 1.090, H23 1.102
6 C -0.82 0.51 -0.17  N2 1.443, N3 1.481, C7 1.528, H17 1.101
7 C -1.77 0.99 0.93  C6 1.528, H14 1.087, H15 1.088, H19 1.088
8 C 2.73 -1.11 0.43  N1 1.374, H13 1.096, H16 1.096, H21 1.106
9 C -2.11 -1.62 -0.49  N3 1.445, H11 1.091, H12 1.091, H20 1.088
10 H 2.27 1.82 -0.69  C5 1.094
11 H -2.63 -1.10 -1.29  C9 1.091
12 H -2.74 -1.61 0.40  C9 1.091
13 H 3.36 -0.38 -0.09  C8 1.096
14 H -2.80 0.87 0.61  C7 1.087
15 H -1.62 2.05 1.12  C7 1.088
16 H 2.87 -1.04 1.52  C8 1.096
17 H -1.13 0.86 -1.16  C6 1.101
18 H 0.29 -2.70 -0.10  C4 1.094
19 H -1.62 0.44 1.85  C7 1.088
20 H -1.96 -2.65 -0.79  C9 1.088
21 H 3.12 -2.09 0.09  C8 1.106
22 H 0.92 1.63 -1.87  C5 1.090
23 H 0.90 2.88 -0.62  C5 1.102
24 H 0.73 1.16 1.06  N2 1.022

=====

Entry 2:
# C6H15N3O

An isolated ion of composition C6H15N3O and charge +2 in a non-equilibrium geometry (ωB97M-V/def2-TZVPD, the OMol25 dataset).

Calculated values
Largest force on an atom: 4.3 eV/Å
Charge: +2
Relative energy (zero: lowest compared OMol25 entry of this formula, charge and spin): 4.883 eV
HOMO: -18.6381 eV
Lowest unoccupied orbital energy: -7.134 eV

Each atom is followed by the atoms it is bonded to, with distances in Å.
Positions of all 25 atoms, in Å:
1 O -0.85 3.01 -2.03  N3 1.398, H11 0.965
2 N 0.96 -0.78 0.27  C5 1.513, C8 1.522, C10 1.523, H15 1.014
3 N -0.64 1.93 -1.16  O1 1.398, C7 1.278, H21 0.994
4 N -0.54 0.25 -2.78  C7 1.313, H13 1.010, H23 1.056
5 C 1.10 0.04 1.53  N2 1.513, C9 1.508, H19 1.122, H24 1.078
6 C -1.24 -0.20 1.01  C9 1.541, C10 1.575, H16 1.101, H18 1.084
7 C -0.54 0.72 -1.55  N3 1.278, N4 1.313, C10 1.780
8 C 1.04 -2.27 0.56  N2 1.522, H12 1.035, H17 1.065, H22 1.031
9 C -0.26 0.63 1.85  C5 1.508, C6 1.541, H14 1.147, H25 1.080
10 C -0.43 -0.54 -0.29  N2 1.523, C6 1.575, C7 1.780, H20 1.054
11 H -1.24 3.75 -1.56  O1 0.965
12 H 0.98 -2.93 -0.23  C8 1.035
13 H -0.61 0.82 -3.61  N4 1.010
14 H -0.22 0.60 3.00  C9 1.147
15 H 1.67 -0.73 -0.46  N2 1.014
16 H -2.22 0.07 0.59  C6 1.101
17 H 2.03 -2.47 0.88  C8 1.065
18 H -1.46 -1.18 1.43  C6 1.084
19 H 1.97 0.73 1.38  C5 1.122
20 H -0.51 -1.47 -0.79  C10 1.054
21 H -0.48 2.12 -0.20  N3 0.994
22 H 0.34 -2.49 1.29  C8 1.031
23 H -0.07 -0.66 -3.05  N4 1.056
24 H 1.52 -0.63 2.26  C5 1.078
25 H -0.29 1.69 1.67  C9 1.080

=====

Which formula does entry 1 have?
C6H15N3

=====

What is the relative energy (zero: lowest compared OMol25 entry of this formula, charge and spin) in the first record?
4.065 eV